Entry 1:
C21H43O16Zn | ωB97M-V/def2-TZVPD

**Largest force on an atom**: 4.16 eV/Å
**ΔE to the lowest compared entry with this formula, charge and spin**: 355.1 kJ/mol
**Kohn-Sham gap**: 8.39 eV
**Total energy**: -103643.4676 eV
**Highest occupied orbital energy**: -11.50 eV
**Charge**: +1

Element x y z (Å)
1 Zn 28.210 5.750 -15.573
2 O 28.449 6.077 -17.402
3 H 28.824 6.343 -18.264
4 C 25.126 4.727 -13.219
5 O 24.530 4.199 -14.468
6 C 25.107 4.524 -15.617
7 O 26.214 5.060 -15.692
8 O 24.288 4.172 -16.589
9 C 24.335 4.918 -17.740
10 H 24.378 4.697 -12.426
11 H 25.482 5.756 -13.270
12 H 25.885 4.119 -12.728
13 H 24.943 4.454 -18.517
14 H 24.586 5.975 -17.657
15 H 23.301 4.903 -18.086
16 C 26.607 8.806 -12.961
17 O 25.799 9.079 -14.027
18 C 26.154 8.601 -15.267
19 O 27.042 7.773 -15.514
20 O 25.427 9.211 -16.185
21 C 25.563 8.914 -17.609
22 H 27.651 9.042 -13.166
23 H 26.571 7.765 -12.639
24 H 26.363 9.403 -12.083
25 H 25.888 7.946 -17.989
26 H 26.199 9.601 -18.167
27 H 24.525 8.954 -17.940
28 C 26.361 6.574 -20.413
29 O 25.882 6.780 -21.766
30 C 25.786 8.083 -22.239
31 O 26.031 9.097 -21.539
32 O 25.390 8.023 -23.541
33 C 25.255 9.170 -24.296
34 H 25.712 7.022 -19.660
35 H 27.437 6.638 -20.247
36 H 26.267 5.492 -20.319
37 H 26.074 9.860 -24.093
38 H 24.318 9.657 -24.029
39 H 25.176 9.037 -25.375
40 C 29.528 9.195 -17.143
41 O 29.659 9.300 -15.788
42 C 29.976 8.300 -15.019
43 O 29.866 7.121 -15.326
44 O 30.414 8.830 -13.803
45 C 30.891 7.973 -12.813
46 H 29.958 8.282 -17.557
47 H 30.008 10.005 -17.692
48 H 28.494 9.137 -17.481
49 H 31.740 7.311 -12.984
50 H 30.131 7.350 -12.342
51 H 31.254 8.640 -12.031
52 C 28.295 2.459 -13.584
53 C 28.616 2.631 -15.081
54 O 28.595 3.718 -15.686
55 C 29.025 1.374 -15.883
56 H 27.547 3.158 -13.212
57 H 29.166 2.504 -12.930
58 H 27.827 1.476 -13.519
59 H 29.115 1.631 -16.938
60 H 28.456 0.468 -15.676
61 H 30.043 0.985 -15.851
62 C 28.063 2.158 -20.927
63 C 29.161 1.746 -19.918
64 O 29.327 0.588 -19.630
65 C 30.055 2.834 -19.332
66 H 27.233 2.599 -20.375
67 H 27.725 1.392 -21.625
68 H 28.455 2.838 -21.682
69 H 30.746 3.282 -20.047
70 H 30.720 2.376 -18.600
71 H 29.486 3.567 -18.761
72 C 33.214 6.090 -15.654
73 C 33.440 5.307 -16.965
74 O 34.497 4.803 -17.291
75 C 32.186 5.013 -17.847
76 H 33.528 7.134 -15.630
77 H 33.619 5.467 -14.856
78 H 32.131 6.182 -15.568
79 H 32.523 4.558 -18.778
80 H 31.464 5.813 -18.013
81 H 31.599 4.191 -17.437

These are the Löwdin partial charges, in e, on atoms 1 to 2: atom 1 (Zn): 0.784, atom 2 (O): -0.392


Entry 2:
C21H43O8P | ωB97M-V/def2-TZVPD

**Structure (SMILES)**: C=CC(=O)OCCCCCCPCCCC(=O)O.COCCOC.COCCOC
**Largest force on an atom**: 2.90 eV/Å
**Kohn-Sham gap**: 8.37 eV
**Total energy**: -48138.2859 eV
**Highest occupied orbital energy**: -8.10 eV

Element x y z (Å)
1 C -4.042 -2.048 1.579
2 C -3.023 -2.530 0.906
3 C -2.633 -1.990 -0.440
4 O -2.953 -0.894 -0.735
5 O -1.972 -2.752 -1.346
6 C -0.849 -3.452 -0.790
7 C 0.350 -2.521 -0.569
8 C 1.515 -3.170 0.198
9 C 1.146 -3.739 1.577
10 C 0.722 -2.701 2.641
11 C 1.596 -1.433 2.721
12 P 0.437 -0.048 3.302
13 C -0.569 0.294 1.752
14 C -1.776 1.226 2.041
15 C -1.586 2.668 1.556
16 C -1.447 2.820 0.058
17 O -0.963 2.040 -0.657
18 O -1.983 3.990 -0.499
19 H -4.622 -2.749 2.172
20 H -4.297 -0.992 1.589
21 H -2.465 -3.356 1.345
22 H -0.547 -4.173 -1.556
23 H -1.124 -4.035 0.092
24 H 0.037 -1.556 -0.156
25 H 0.728 -2.279 -1.571
26 H 2.348 -2.463 0.230
27 H 1.879 -4.014 -0.407
28 H 0.302 -4.431 1.466
29 H 1.975 -4.362 1.932
30 H -0.338 -2.426 2.573
31 H 0.817 -3.196 3.616
32 H 2.003 -1.095 1.764
33 H 2.394 -1.481 3.465
34 H 1.195 1.105 3.645
35 H 0.131 0.689 1.015
36 H -0.973 -0.676 1.461
37 H -1.909 1.248 3.130
38 H -2.672 0.744 1.640
39 H -2.484 3.228 1.847
40 H -0.756 3.139 2.097
41 H -1.242 4.613 -0.540
42 C -3.477 1.388 -2.924
43 O -4.739 2.044 -2.993
44 C -4.628 3.407 -3.371
45 C -5.020 3.612 -4.820
46 O -4.077 3.019 -5.704
47 C -4.534 1.795 -6.252
48 H -3.658 0.325 -2.784
49 H -2.899 1.534 -3.840
50 H -2.909 1.756 -2.067
51 H -3.617 3.782 -3.187
52 H -5.321 3.972 -2.738
53 H -5.025 4.686 -5.035
54 H -6.026 3.225 -5.006
55 H -5.344 1.979 -6.967
56 H -4.878 1.109 -5.474
57 H -3.701 1.334 -6.781
58 C 5.225 1.737 2.593
59 O 4.698 0.572 1.979
60 C 5.101 0.444 0.622
61 C 6.196 -0.591 0.466
62 O 7.411 -0.156 1.060
63 C 7.665 -0.775 2.309
64 H 5.005 1.681 3.659
65 H 6.306 1.811 2.456
66 H 4.739 2.631 2.186
67 H 5.420 1.409 0.217
68 H 4.223 0.113 0.057
69 H 6.395 -0.734 -0.601
70 H 5.880 -1.552 0.883
71 H 7.918 -1.831 2.164
72 H 6.808 -0.691 2.983
73 H 8.518 -0.273 2.764

These are the Löwdin partial charges, in e, on atoms 1 to 2: atom 1 (C): 0.064, atom 2 (C): -0.084


Entry 3:
C21H44B3INO18P | ωB97M-V/def2-TZVPD

**Structure (SMILES)**: CNCB1OB(CCOC=O)OB(P(O)I)O1.CCOC(=O)OC.CCOC(=O)OC.CCOC(=O)OC.CCOC(=O)OC
**Largest force on an atom**: 9.50 eV/Å
**Kohn-Sham gap**: 7.87 eV
**Total energy**: -80256.9445 eV
**Highest occupied orbital energy**: -8.73 eV

Element x y z (Å)
1 C -4.946 1.920 -0.624
2 N -3.790 2.929 -0.570
3 C -2.634 2.231 -1.278
4 B -1.524 3.395 -1.646
5 O -0.213 3.582 -0.977
6 B 0.777 3.332 -2.071
7 C 2.202 2.606 -1.562
8 C 1.942 1.734 -0.160
9 O 2.948 0.683 0.057
10 C 2.490 -0.288 1.102
11 O 2.648 -1.625 0.899
12 O 0.581 3.677 -3.492
13 B -0.843 3.860 -3.836
14 P -1.639 3.498 -5.560
15 O -0.532 3.794 -6.870
16 I -2.083 1.055 -5.613
17 O -1.805 4.343 -2.782
18 H -4.470 0.871 -0.319
19 H -5.799 2.231 0.130
20 H -5.436 1.871 -1.706
21 H -3.475 2.968 0.446
22 H -2.123 1.403 -0.600
23 H -2.935 1.718 -2.293
24 H 3.007 3.431 -1.276
25 H 2.595 1.915 -2.432
26 H 0.878 1.220 -0.147
27 H 2.018 2.504 0.720
28 H 2.002 0.078 2.128
29 H -1.121 3.977 -7.678
30 C 3.160 -1.997 -2.965
31 C 3.829 -1.120 -4.010
32 O 3.836 -1.772 -5.285
33 C 2.678 -1.702 -5.987
34 O 1.655 -1.137 -5.633
35 O 2.844 -2.393 -7.143
36 C 1.670 -2.464 -7.948
37 H 3.621 -2.990 -2.943
38 H 3.240 -1.546 -1.972
39 H 2.100 -2.144 -3.193
40 H 4.875 -0.956 -3.730
41 H 3.354 -0.135 -4.074
42 H 1.253 -1.468 -8.132
43 H 0.929 -3.111 -7.469
44 H 1.944 -2.905 -8.910
45 C -7.226 0.833 6.896
46 C -6.886 0.286 5.522
47 O -7.430 1.125 4.496
48 C -6.718 2.243 4.213
49 O -5.671 2.583 4.742
50 O -7.385 2.935 3.254
51 C -6.778 4.180 2.913
52 H -8.305 0.992 6.992
53 H -6.897 0.145 7.680
54 H -6.746 1.802 7.065
55 H -7.342 -0.702 5.400
56 H -5.805 0.159 5.393
57 H -5.723 4.051 2.653
58 H -6.890 4.886 3.741
59 H -7.300 4.582 2.040
60 C -5.259 -5.414 6.456
61 C -4.626 -4.691 7.631
62 O -3.299 -4.260 7.304
63 C -3.215 -3.121 6.575
64 O -4.154 -2.442 6.189
65 O -1.903 -2.877 6.326
66 C -1.674 -1.739 5.498
67 H -4.612 -6.226 6.109
68 H -6.232 -5.828 6.733
69 H -5.402 -4.737 5.607
70 H -4.538 -5.381 8.477
71 H -5.241 -3.848 7.967
72 H -2.179 -0.851 5.893
73 H -2.005 -1.950 4.476
74 H -0.598 -1.543 5.481
75 C 9.650 -0.959 -0.493
76 C 10.318 -0.082 -1.538
77 O 10.326 -0.734 -2.814
78 C 9.168 -0.664 -3.515
79 O 8.145 -0.098 -3.161
80 O 9.334 -1.355 -4.671
81 C 8.159 -1.425 -5.476
82 H 10.110 -1.952 -0.471
83 H 9.729 -0.508 0.500
84 H 8.590 -1.105 -0.722
85 H 11.364 0.083 -1.258
86 H 9.843 0.904 -1.603
87 H 7.742 -0.430 -5.660
88 H 7.418 -2.072 -4.997
89 H 8.434 -1.866 -6.438

These are the Löwdin partial charges, in e, on atoms 1 to 2: atom 1 (C): -0.153, atom 2 (N): -0.150